{
  "formula": "C5H8N2S2",
  "method": "the ωB97M-V functional and the def2-TZVPD basis",
  "elements": ["C", "C", "C", "C", "C", "N", "N", "S", "S", "H", "H", "H", "H", "H", "H", "H", "H"],
  "coordinates": [[2.090, -1.482, 1.248], [0.825, -1.123, 1.598], [-0.379, 0.932, 0.290], [2.248, -1.738, -0.232], [-2.380, 2.052, -0.327], [-0.092, -1.111, 0.652], [-1.567, 0.861, -0.159], [0.732, 1.983, 0.640], [0.444, -1.665, -0.731], [2.880, -1.584, 1.883], [0.488, -0.835, 2.564], [2.919, -0.955, -0.678], [2.789, -2.617, -0.382], [-3.039, 1.943, -1.120], [-3.062, 2.113, 0.452], [-1.768, 2.867, -0.559], [-1.720, -0.137, -0.304]],
  "forces_ev_per_angstrom": [[-3.009, 0.741, -1.567], [2.946, -0.781, 1.544], [1.632, -1.419, 1.372], [-0.277, 2.520, 0.571], [0.113, -1.925, -0.677], [-3.415, 3.553, -0.004], [-0.240, -0.696, -0.310], [0.755, 0.356, 0.250], [2.411, -2.150, -3.348], [1.973, -0.115, 1.741], [0.096, 0.159, 0.809], [-0.814, -0.304, 0.143], [0.144, -1.982, -0.655], [-0.989, -0.505, -2.088], [-0.657, 0.794, 2.109], [0.889, 1.333, 0.308], [-1.559, 0.422, -0.197]],
  "energy_ha": -1101.06711,
  "charge": 0,
  "homo_energy_ev": [-6.831, -6.835],
  "relative_energy_kj_mol": 312.3
}

{
  "formula": "C5H8N2S3",
  "method": "the ωB97M-V functional and the def2-TZVPD basis",
  "elements": ["C", "C", "C", "C", "C", "N", "N", "S", "S", "S", "H", "H", "H", "H", "H", "H", "H", "H"],
  "coordinates": [[1.164, -0.403, -1.531], [0.927, -0.865, 1.821], [-0.210, 0.001, 1.533], [-1.183, 0.529, -2.017], [-1.419, -0.425, 1.191], [0.972, 0.875, -1.229], [-0.283, 1.436, -1.470], [2.608, -1.080, -1.429], [-0.321, -1.024, -2.251], [-2.727, 0.895, -2.466], [1.778, -0.687, 1.012], [1.141, -0.936, 2.928], [0.035, 1.039, 1.638], [-1.891, -1.409, 1.225], [-2.116, 0.392, 1.181], [1.744, 1.427, -0.909], [-0.731, 2.154, -0.898], [0.512, -1.921, 1.670]],
  "forces_ev_per_angstrom": [[-1.084, 0.525, -0.916], [0.769, -2.855, -0.683], [-0.080, -0.679, 0.012], [0.574, 0.412, -0.220], [-0.696, 1.306, 1.003], [-1.119, 0.954, 0.842], [-1.045, -1.133, -0.886], [1.435, -1.247, 0.079], [-0.393, 0.615, 0.247], [0.758, -0.341, 0.441], [-1.259, -0.459, 2.430], [0.629, 0.791, -1.268], [-0.467, 0.750, -0.146], [0.861, 0.009, -0.292], [-0.734, 0.099, -0.540], [0.091, 0.424, 0.030], [0.824, -0.221, 0.094], [0.936, 1.050, -0.227]],
  "energy_ha": -1499.30651,
  "charge": 0,
  "homo_energy_ev": -8.794,
  "relative_energy_kj_mol": 0.0
}

{
  "formula": "C5H8N3O",
  "method": "the ωB97M-V functional and the def2-TZVPD basis",
  "elements": ["C", "C", "C", "C", "C", "N", "N", "N", "O", "H", "H", "H", "H", "H", "H", "H", "H"],
  "coordinates": [[1.057, -0.501, 0.858], [1.934, -2.540, 2.322], [-1.215, 1.076, -1.883], [-0.621, -0.183, -2.216], [-0.403, 1.509, 0.962], [1.786, -1.233, 1.500], [-0.138, 0.543, -1.135], [0.207, 0.362, 0.140], [2.815, -3.026, 2.886], [0.986, -3.047, 2.022], [-1.086, 1.976, -2.455], [-2.226, 1.186, -1.435], [-1.280, -1.073, -2.097], [-0.017, -0.287, -3.052], [0.242, 2.384, 1.191], [-1.253, 1.794, 0.461], [-0.790, 1.060, 1.928]],
  "forces_ev_per_angstrom": [[-1.068, 0.284, -1.713], [-3.143, -1.641, -2.011], [-2.717, 2.634, 1.400], [-1.720, -3.615, -0.012], [1.595, -1.679, 3.102], [-0.985, 3.376, -1.646], [3.083, 0.168, -2.261], [1.311, -1.171, 6.403], [1.059, 1.432, 0.288], [0.427, 0.030, 0.762], [0.869, 0.296, -0.244], [0.503, -0.991, -0.148], [0.459, 0.559, 0.356], [1.334, -0.048, -1.447], [-0.021, -0.924, -0.544], [-1.711, 0.727, -1.320], [0.725, 0.563, -0.967]],
  "energy_ha": -434.33266,
  "charge": 1,
  "homo_energy_ev": -12.699,
  "smiles": "C[N+](=C=NC=O)N1CC1",
  "relative_energy_kj_mol": 691.6
}

{
  "formula": "C5H8N3O",
  "method": "the ωB97M-V functional and the def2-TZVPD basis",
  "elements": ["C", "C", "C", "C", "C", "N", "N", "N", "O", "H", "H", "H", "H", "H", "H", "H", "H"],
  "coordinates": [[2.433, -0.947, 0.222], [1.201, -1.391, 0.514], [1.115, 0.705, -0.215], [0.280, 1.918, -0.453], [-1.051, -0.042, 0.612], [2.333, 0.347, -0.296], [0.269, -0.320, 0.333], [-2.083, -0.743, -0.318], [-1.027, 1.512, -0.263], [3.450, -1.351, 0.084], [0.957, -2.398, 1.075], [0.497, 2.710, 0.223], [0.340, 2.483, -1.447], [-1.623, 0.161, 1.623], [-1.718, -1.546, -0.847], [-2.404, 0.019, -0.989], [-2.969, -1.117, 0.141]],
  "forces_ev_per_angstrom": [[0.607, 1.041, -1.765], [-1.232, -2.994, 2.881], [-0.701, -0.222, 0.131], [0.483, 1.024, -1.354], [-0.868, 4.057, -1.684], [-0.254, 0.715, 0.054], [1.818, -1.006, 0.137], [-1.563, 0.270, -0.108], [-2.347, -3.476, 1.857], [-1.060, -0.481, 0.728], [0.177, 2.378, -1.461], [0.552, 0.501, 1.106], [0.139, -1.504, 0.795], [1.873, -0.575, -1.781], [0.364, 0.422, 0.014], [0.635, -0.871, 0.656], [1.375, 0.725, -0.207]],
  "energy_ha": -434.46940,
  "charge": 1,
  "homo_energy_ev": -13.151,
  "relative_energy_kj_mol": 332.6
}

{
  "formula": "C5H8N3S2",
  "method": "the ωB97M-V functional and the def2-TZVPD basis",
  "elements": ["C", "C", "C", "C", "C", "N", "N", "N", "S", "S", "H", "H", "H", "H", "H", "H", "H", "H"],
  "coordinates": [[1.380, -0.413, -0.359], [-2.702, -0.052, -0.229], [-0.745, 0.538, -0.109], [1.066, 2.014, 0.292], [-1.097, -1.949, -0.122], [0.576, 0.687, 0.058], [-1.436, -0.574, -0.188], [2.606, -0.407, -0.020], [-4.187, -0.604, -0.078], [-2.110, 1.688, -0.313], [1.496, 2.355, -0.607], [0.155, 2.488, 0.543], [1.815, 2.067, 1.120], [-1.628, -2.598, -0.833], [-0.043, -2.063, -0.317], [-1.377, -2.317, 0.802], [3.294, -1.250, -0.139], [2.937, 0.390, 0.498]],
  "forces_ev_per_angstrom": [[-1.963, -1.810, -0.631], [-2.335, 0.946, 0.119], [1.096, 1.146, -0.386], [0.712, -0.275, 1.383], [0.510, -1.507, -1.493], [0.044, -1.411, -0.651], [-0.201, -0.525, -0.552], [2.325, -0.538, 0.560], [0.822, -0.118, -0.250], [1.034, -0.842, 0.471], [0.527, 0.864, -1.014], [-0.239, 1.675, 0.511], [-0.838, -0.043, -0.528], [-0.123, 0.795, -0.216], [0.075, 0.015, 0.139], [-0.365, -0.756, 2.198], [-2.061, 2.283, -0.042], [0.978, 0.100, 0.384]],
  "energy_ha": -1155.61174,
  "charge": 1,
  "homo_energy_ev": -12.900,
  "relative_energy_kj_mol": 156.3
}

{
  "formula": "C5H8N4",
  "method": "the ωB97M-V functional and the def2-TZVPD basis",
  "elements": ["C", "C", "C", "C", "N", "N", "N", "C", "N", "H", "H", "H", "H", "H", "H", "H", "H"],
  "coordinates": [[-1.722, -0.390, -1.156], [0.539, -0.413, -0.142], [1.176, 0.013, 1.134], [-0.563, 0.315, -0.490], [0.922, -1.638, -0.658], [-0.656, 1.701, -0.440], [2.360, -0.334, 1.531], [0.273, 0.630, 2.133], [-0.304, 1.076, 3.039], [0.744, -1.720, -1.655], [1.888, -1.848, -0.390], [-1.336, 2.101, -1.086], [0.237, 2.188, -0.371], [2.538, 0.026, 2.479], [-1.626, -0.406, -2.243], [-2.658, 0.120, -0.897], [-1.811, -1.419, -0.788]],
  "forces_ev_per_angstrom": [[0.077, 0.086, 0.034], [-0.036, 1.891, 2.240], [0.949, -0.281, 0.172], [-0.513, -0.892, -1.571], [0.064, -0.662, -0.210], [0.273, -0.297, 0.484], [-0.924, 0.490, -0.421], [-0.283, 0.823, 0.911], [0.728, -0.662, -1.374], [0.386, -0.048, 0.335], [-0.555, -0.055, -0.220], [0.409, -0.102, 0.586], [-0.670, -0.085, -0.197], [-0.138, -0.422, -0.364], [-0.121, -0.022, -0.130], [0.180, 0.035, -0.116], [0.173, 0.203, -0.162]],
  "energy_ha": -414.29070,
  "charge": 0,
  "homo_energy_ev": -7.419,
  "smiles": "[H]/N=C(C#N)/C(N)=C(/C)N",
  "relative_energy_kj_mol": 108.8
}

{
  "formula": "C5H8N4O2",
  "method": "the ωB97M-V functional and the def2-TZVPD basis",
  "elements": ["C", "C", "C", "C", "C", "N", "N", "N", "N", "O", "O", "H", "H", "H", "H", "H", "H", "H", "H"],
  "coordinates": [[2.326, -1.560, 0.022], [-0.266, 1.133, -1.530], [-2.260, -1.796, -0.847], [-0.046, 0.973, -0.275], [-0.533, 1.618, 0.964], [2.358, -1.096, 1.310], [1.518, -0.847, -0.689], [1.410, -0.211, 1.395], [0.950, -0.005, 0.162], [-2.062, -0.656, -0.620], [0.430, 2.442, 1.622], [2.896, -2.406, -0.275], [0.306, 0.392, -1.998], [-0.910, 1.938, -1.932], [-1.651, -2.628, -0.242], [-3.034, -2.207, -1.621], [-0.971, 0.803, 1.585], [-1.370, 2.280, 0.762], [0.910, 1.835, 2.208]],
  "forces_ev_per_angstrom": [[0.396, 1.162, 1.847], [-0.594, 1.373, -0.777], [0.072, -3.441, 0.153], [1.469, 0.278, 3.640], [-1.423, 0.816, 0.400], [-1.095, -0.891, 0.098], [-1.049, 0.060, -1.520], [0.569, 1.006, -0.280], [0.615, -1.538, -0.801], [-0.578, 0.975, 0.157], [-0.128, -1.021, 0.255], [0.385, -0.201, -0.503], [0.331, -0.451, -2.174], [0.494, -1.000, 0.158], [-1.117, 1.229, -1.155], [1.102, 0.741, 1.007], [0.523, 0.553, 0.045], [-0.103, 0.011, -0.369], [0.132, 0.338, -0.180]],
  "energy_ha": -564.69605,
  "charge": 0,
  "homo_energy_ev": -9.731,
  "smiles": "C=C(CO)n1ncnn1.C=O",
  "relative_energy_kj_mol": 487.9
}